Computed, not measured: C12H17BBeN6O2 as an isolated structure, with wB97M-V/def2-TZVPD.

Summary:
Lowest unoccupied orbital energy: 0.557 eV
HOMO level: -0.3149 Ha
Electronic energy: -986.19700 a.u.
Gap between HOMO and LUMO: 9.1 eV
Energy relative to the best compared isomer or geometry (same formula, charge and spin): 24.8 kcal per mole

Each line ends with the Löwdin charge.
Element x y z (Å)
H -1.68 -2.83 -0.80  0.1063
N -0.35 -1.17 -0.86  0.0608
B 1.36 0.53 -1.58  -0.4493
N 0.35 -0.60 -1.88  -0.0485
C 0.04 -1.17 -3.06  -0.0818
Be 0.17 -0.18 1.90  0.1014
H 0.49 -0.81 -3.97  0.1125
C -0.86 -2.20 -2.80  -0.0676
H -1.31 -2.86 -3.51  0.0805
C -1.06 -2.17 -1.40  -0.1346
H 2.18 0.63 -2.45  0.1146
C 0.21 -0.87 3.50  -0.1581
H 0.32 -1.96 3.54  0.0021
H -0.76 -0.61 3.93  -0.0067
H 0.98 -0.40 4.14  -0.0067
N 1.99 0.10 -0.17  0.0594
N 0.55 1.84 -1.51  0.0414
N 1.45 -0.22 1.12  0.0153
N -0.29 1.81 -0.47  0.0934
C 3.27 -0.30 -0.19  -0.0661
C 0.33 2.97 -2.19  -0.0140
H 3.85 -0.15 -1.09  0.1224
H 0.87 3.18 -3.10  0.1294
C 3.61 -0.90 1.02  -0.0339
C -0.69 3.68 -1.53  -0.0196
C 2.47 -0.83 1.80  -0.0736
C -1.05 2.91 -0.43  -0.0179
H 4.55 -1.33 1.28  0.1004
H -1.13 4.61 -1.83  0.0975
H 2.34 -1.21 2.81  0.0974
H -1.73 3.08 0.39  0.1377
H -0.37 0.97 0.12  0.0867
C -3.30 -0.89 1.64  0.0094
C -2.34 -0.04 0.87  -0.5795
O -2.58 0.35 -0.27  0.0346
O -1.23 0.32 1.53  -0.1115
H -4.25 -0.93 1.09  0.0849
H -3.47 -0.46 2.64  0.0895
H -2.91 -1.91 1.76  0.0916